<A>
The following is a DFT calculation (the ωB97M-V functional and the def2-TZVPD basis) of C33H50N5OReS as an isolated structure.

LUMO level (spin up / spin down)	-9.7538 / -9.5345	eV
Kohn-Sham gap (spin up / spin down)	0.258 / 0.258	Ha
net charge	+3
2S+1	2
molecular weight	751.07	Da
HOMO energy (spin up / spin down)	-16.78 / -16.56	eV

Geometry (Å):
Re  0.282  1.037  -0.384
C  0.933  -2.211  -1.161
C  1.897  -1.407  -0.609
C  1.858  -0.060  -1.355
C  0.672  -0.158  -2.195
C  0.169  -1.495  -2.115
C  -0.917  -2.045  -2.967
C  -1.735  -3.129  -2.260
C  -1.841  -0.953  -3.509
C  -0.137  -2.689  -4.151
C  3.117  0.647  -1.918
C  2.749  1.785  -2.880
C  4.017  1.272  -0.849
C  3.872  -0.401  -2.754
C  2.700  -1.817  0.609
C  4.150  -2.203  0.237
C  2.693  -0.705  1.675
C  2.083  -3.069  1.248
H  0.721  -3.220  -0.849
H  0.565  0.376  -3.131
H  -2.344  -2.703  -1.459
H  -1.111  -3.924  -1.853
H  -2.415  -3.587  -2.977
H  -2.286  -0.371  -2.698
H  -2.653  -1.413  -4.071
H  -1.322  -0.276  -4.187
H  0.467  -3.533  -3.818
H  0.509  -1.968  -4.652
H  -0.868  -3.052  -4.873
H  2.222  2.599  -2.377
H  2.181  1.448  -3.747
H  3.673  2.215  -3.265
H  3.475  2.032  -0.276
H  4.855  1.769  -1.336
H  4.432  0.557  -0.151
H  3.244  -0.767  -3.569
H  4.200  -1.256  -2.171
H  4.756  0.056  -3.198
H  4.765  -1.371  -0.082
H  4.163  -2.966  -0.541
H  4.615  -2.632  1.125
H  2.894  0.283  1.265
H  3.460  -0.919  2.419
H  1.733  -0.683  2.195
H  2.176  -3.944  0.604
H  1.031  -2.921  1.495
H  2.617  -3.292  2.171
C  -0.799  5.734  2.384
N  -0.277  4.361  2.355
C  0.321  3.819  3.581
C  -0.251  3.624  1.254
N  0.202  2.387  1.206
N  -0.728  4.227  0.094
C  -0.589  3.825  -1.204
N  -0.996  4.688  -2.129
N  -0.080  2.648  -1.539
H  -0.972  6.009  3.419
H  -1.768  5.799  1.887
H  -0.088  6.442  1.955
H  0.250  4.569  4.361
H  1.376  3.587  3.424
H  -0.219  2.932  3.919
H  0.572  2.086  2.099
H  -1.113  5.151  0.219
H  -1.328  5.614  -1.907
H  -0.939  4.461  -3.110
H  -0.012  2.546  -2.546
O  -0.473  -0.426  0.724
S  -1.306  -0.330  2.077
C  -1.475  -2.001  2.585
C  -1.284  -2.243  3.940
C  -1.469  -3.537  4.408
C  -1.810  -4.549  3.523
C  -1.979  -4.287  2.165
C  -1.820  -3.002  1.682
C  -2.948  0.103  1.532
C  -3.202  0.525  0.237
C  -4.501  0.877  -0.106
C  -5.514  0.809  0.838
C  -5.238  0.389  2.134
C  -3.949  0.030  2.493
H  -0.991  -1.450  4.616
H  -1.332  -3.753  5.458
H  -1.945  -5.557  3.892
H  -2.244  -5.088  1.489
H  -1.958  -2.777  0.632
H  -2.421  0.542  -0.516
H  -4.723  1.187  -1.118
H  -6.526  1.073  0.564
H  -6.030  0.330  2.868
H  -3.741  -0.309  3.501


<B>
The following is a DFT calculation (the ωB97M-V functional and the def2-TZVPD basis) of C33H50N5OReS as an isolated structure.

LUMO level (spin up / spin down)	-9.6648 / -9.5798	eV
Kohn-Sham gap (spin up / spin down)	0.267 / 0.270	Ha
net charge	+3
2S+1	2
molecular weight	751.07	Da
HOMO energy (spin up / spin down)	-16.93 / -16.93	eV

Geometry (Å):
Re  -0.489  -0.183  0.222
C  -2.397  0.786  0.811
C  -1.448  1.058  1.866
C  -0.390  1.892  1.279
C  -0.754  2.080  -0.080
C  -1.990  1.438  -0.389
C  -2.831  1.577  -1.638
C  -3.620  0.293  -1.902
C  -2.001  1.933  -2.877
C  -3.802  2.735  -1.326
C  0.795  2.672  1.877
C  1.879  1.799  2.535
C  1.493  3.493  0.783
C  0.227  3.690  2.884
C  -1.783  0.655  3.308
C  -0.578  0.413  4.213
C  -2.640  -0.618  3.365
C  -2.654  1.807  3.858
H  -3.325  0.256  0.935
H  -0.164  2.638  -0.786
H  -2.954  -0.563  -2.050
H  -4.211  0.409  -2.809
H  -4.318  0.065  -1.095
H  -1.420  1.076  -3.235
H  -1.337  2.782  -2.704
H  -2.674  2.225  -3.682
H  -4.407  2.525  -0.443
H  -4.474  2.874  -2.172
H  -3.265  3.671  -1.164
H  2.653  1.538  1.805
H  1.502  0.886  2.985
H  2.384  2.369  3.315
H  1.862  2.862  -0.031
H  2.355  3.992  1.224
H  0.847  4.267  0.367
H  -0.107  3.230  3.809
H  -0.602  4.253  2.453
H  1.013  4.400  3.141
H  0.041  -0.407  3.837
H  -0.937  0.123  5.200
H  0.045  1.290  4.346
H  -2.093  -1.490  3.006
H  -3.584  -0.529  2.829
H  -2.896  -0.809  4.407
H  -2.124  2.755  3.889
H  -2.963  1.559  4.874
H  -3.555  1.938  3.257
C  -0.152  -5.382  2.150
N  -0.897  -4.253  1.569
C  -2.343  -4.422  1.355
C  -0.297  -3.118  1.265
N  -0.976  -2.047  0.833
N  1.072  -3.074  1.373
C  1.892  -1.977  1.207
N  3.184  -2.189  1.468
N  1.420  -0.827  0.822
H  -0.864  -6.130  2.478
H  0.413  -5.061  3.026
H  0.502  -5.847  1.409
H  -2.574  -5.480  1.412
H  -2.626  -4.078  0.360
H  -2.915  -3.899  2.123
H  -1.971  -2.227  0.868
H  1.529  -3.949  1.584
H  3.531  -3.049  1.862
H  3.865  -1.476  1.261
H  2.139  -0.113  0.823
O  0.186  -0.177  -1.629
S  1.319  0.646  -2.383
C  1.026  0.203  -4.069
C  1.542  1.082  -5.012
C  1.385  0.772  -6.353
C  0.701  -0.378  -6.724
C  0.171  -1.230  -5.763
C  0.330  -0.948  -4.415
C  2.853  -0.137  -1.976
C  3.122  -1.464  -2.300
C  4.362  -1.987  -1.975
C  5.318  -1.189  -1.351
C  5.042  0.136  -1.038
C  3.796  0.668  -1.343
H  2.057  1.988  -4.714
H  1.782  1.438  -7.106
H  0.570  -0.607  -7.773
H  -0.371  -2.116  -6.063
H  -0.092  -1.596  -3.659
H  2.390  -2.067  -2.822
H  4.600  -3.009  -2.239
H  6.294  -1.599  -1.129
H  5.798  0.758  -0.579
H  3.579  1.709  -1.131


In order of decreasing stability: <B>, <A>.